(1)
170
Properties=species:S:1:pos:R:3:forces:R:3 method="wB97M-V/def2-TZVPD" multiplicity=1 orbital_gap_ha=0.3376 mol_weight_g_mol=891.38 relative_energy_ev=0.000 max_force_ha_per_bohr=0.02852 e_homo_ev=-8.57
C 2.398581 -0.376104 -5.948658 -0.451 0.532 0.393
C 2.079335 0.600469 -7.071223 -0.449 -0.442 0.453
C 2.620205 0.110254 -8.394948 -0.416 0.550 -0.600
O 4.011694 0.016149 -8.353752 0.320 -0.134 0.021
C 4.568316 -0.347031 -9.597945 0.284 0.097 0.333
N 0.634329 0.815650 -7.148668 0.195 0.462 0.189
H 2.182692 0.082178 -4.982207 0.159 0.105 -0.044
H 3.455365 -0.627614 -5.975038 -0.087 -0.386 0.070
H 1.718284 -1.232749 -5.957670 0.378 -0.286 -0.434
H 2.537847 1.558625 -6.811553 0.104 0.020 -0.210
H 2.332433 0.837601 -9.178656 0.021 -0.045 0.072
H 2.115800 -0.827543 -8.682119 0.263 -0.177 0.174
H 5.646791 -0.210847 -9.522159 -0.013 -0.049 0.043
H 4.206581 0.314077 -10.392841 -0.125 -0.189 -0.094
H 4.368102 -1.401856 -9.809467 -0.129 0.066 -0.254
H 0.404733 1.364124 -7.967303 -0.208 -0.078 0.012
H 0.092759 -0.036742 -7.137413 0.117 -0.121 -0.149
C -2.431534 -0.890162 -0.560605 0.641 0.148 0.067
C -1.342863 -0.246810 0.319278 -1.161 -0.859 0.253
C -0.396259 0.590456 -0.484919 0.592 0.189 -0.009
O 0.500023 -0.299840 -1.111172 0.053 -0.240 -0.088
C 1.322265 0.312815 -2.081278 -0.003 -0.132 0.034
N -1.964064 0.538145 1.396107 0.278 0.040 -0.238
H -2.806588 -0.167029 -1.286515 -0.247 -0.026 0.073
H -3.242207 -1.285760 0.051486 -0.117 0.044 -0.021
H -1.988919 -1.724455 -1.108163 -0.110 0.061 -0.081
H -0.780532 -1.094401 0.735744 0.213 0.221 0.033
H 0.159037 1.255377 0.200203 -0.226 -0.136 -0.712
H -0.900286 1.193655 -1.251510 -0.136 0.104 0.207
H 0.732064 0.708083 -2.919557 -0.032 0.015 0.066
H 1.981482 -0.472957 -2.444608 0.183 0.175 -0.101
H 1.915946 1.122220 -1.639676 0.014 -0.045 -0.082
H -2.623026 -0.051467 1.905460 0.255 0.075 0.037
H -1.230735 0.760512 2.065748 -0.256 0.027 0.089
C -3.719781 3.849339 1.852695 -0.922 0.772 -0.140
C -3.156587 3.879827 0.442219 -0.046 -0.741 -0.328
C -1.639333 3.962855 0.485883 -0.224 -0.285 1.126
O -1.105050 3.855958 -0.803916 -0.187 0.174 -0.104
C 0.291754 3.957431 -0.836541 0.339 -0.301 -0.248
N -3.616958 2.652603 -0.240058 0.184 -0.031 -0.186
H -3.545081 2.892835 2.341491 0.322 0.067 0.098
H -4.806466 3.982264 1.798553 0.037 -0.238 -0.100
H -3.404201 4.705813 2.455689 0.413 -0.272 0.087
H -3.564105 4.713484 -0.136642 0.098 0.169 0.189
H -1.299129 3.124272 1.124672 0.010 0.056 -0.305
H -1.330312 4.856889 1.052855 0.107 0.225 -0.518
H 0.756340 3.493467 0.043235 -0.739 0.425 -0.575
H 0.618957 4.994986 -0.947922 0.026 0.071 0.183
H 0.661270 3.388393 -1.694687 -0.101 0.116 -0.043
H -3.249974 1.856718 0.284526 -0.007 0.101 0.180
H -3.117856 2.582199 -1.125495 -0.205 0.181 -0.061
C -0.151016 -3.734370 -0.020708 -0.291 0.325 0.341
C -0.138922 -4.038603 -1.499457 -0.221 -0.078 -0.504
C 1.284261 -4.305760 -2.004204 -0.099 -0.091 0.706
O 1.387787 -4.638447 -3.359988 0.082 -0.228 -0.688
C 1.086504 -3.568046 -4.232167 -0.196 0.330 0.518
N -1.102461 -5.092812 -1.812712 -0.172 0.136 0.210
H 0.385183 -2.806854 0.187236 0.200 -0.129 0.005
H 0.228528 -4.532470 0.623062 0.171 -0.094 -0.207
H -1.188269 -3.565617 0.274025 0.014 -0.008 0.037
H -0.540606 -3.151827 -2.000591 0.200 0.086 0.033
H 1.663059 -5.180848 -1.465932 0.070 0.037 0.005
H 1.918174 -3.447212 -1.733188 0.029 0.023 -0.192
H 1.775695 -2.732021 -4.061626 -0.093 0.053 0.018
H 0.058197 -3.242937 -4.044205 0.032 0.286 -0.214
H 1.162923 -3.861357 -5.276260 0.133 -0.395 0.102
H -0.841625 -5.990160 -1.422962 0.142 -0.028 -0.104
H -1.224914 -5.185325 -2.811376 0.137 -0.186 -0.020
C 4.112678 -1.757283 0.527908 0.211 -0.968 0.589
C 4.725265 -0.414192 0.849082 -0.254 0.483 -0.713
C 6.226222 -0.383495 0.699692 0.035 -0.524 0.159
O 6.681521 0.828906 1.255386 0.108 0.334 -0.182
C 8.072014 0.866777 1.432318 0.504 -0.419 0.062
N 4.126051 0.619864 -0.030482 0.437 -0.978 0.438
H 4.303946 -2.155558 -0.469415 -0.067 0.425 -0.195
H 3.039987 -1.762378 0.734437 -0.003 0.149 -0.296
H 4.524997 -2.510258 1.214833 0.000 0.110 -0.024
H 4.503257 -0.219767 1.908040 0.214 0.089 -0.020
H 6.517778 -0.483969 -0.356159 -0.024 0.165 -0.005
H 6.669796 -1.237338 1.236307 -0.027 0.085 0.053
H 8.390194 0.138966 2.195122 -0.087 0.142 0.026
H 8.371004 1.864522 1.742724 -0.145 0.058 0.059
H 8.639693 0.608827 0.526082 -0.265 0.094 -0.104
H 3.140749 0.642175 0.212633 0.136 0.508 -0.263
H 4.526927 1.523724 0.196964 -0.200 -0.030 0.083
C -2.113459 1.737445 4.736440 0.010 0.337 -0.027
C -1.635552 0.637775 5.677918 -0.045 -0.156 -0.257
C -2.765763 0.241263 6.627627 0.046 0.248 -0.207
O -3.892746 -0.061644 5.832742 -0.230 -0.022 0.079
C -5.037376 -0.414427 6.571803 0.034 -0.041 -0.004
N -1.155011 -0.474243 4.857237 0.335 0.219 0.255
H -2.450969 2.618739 5.288288 -0.095 -0.074 0.014
H -2.935724 1.378734 4.115956 -0.012 -0.004 0.099
H -1.326352 2.077270 4.060146 0.032 -0.121 0.079
H -0.811655 1.018350 6.294250 -0.001 -0.059 -0.001
H -2.955774 1.092012 7.301656 -0.226 -0.144 0.011
H -2.514264 -0.640396 7.234406 0.180 0.095 0.025
H -5.420535 0.446889 7.128666 0.006 -0.090 0.141
H -4.821796 -1.250038 7.249164 -0.052 0.108 0.110
H -5.803413 -0.738905 5.867519 0.027 0.051 -0.053
H -1.107901 -1.320198 5.413901 0.074 -0.017 -0.072
H -1.821731 -0.641186 4.111050 -0.125 -0.135 -0.024
C -6.257674 -0.591763 -0.706268 0.204 -0.044 0.166
C -7.196643 0.123942 0.255363 -0.535 0.151 -0.656
C -6.506901 0.576835 1.535007 -0.494 0.556 -0.085
O -6.280946 -0.440501 2.489183 0.170 -0.148 -0.445
C -7.447379 -0.903281 3.110966 -0.246 -0.119 0.952
N -7.828372 1.311676 -0.381927 0.637 0.151 0.214
H -5.374844 0.026822 -0.881978 0.041 0.007 -0.003
H -6.731636 -0.769498 -1.673414 -0.110 -0.049 0.062
H -5.933616 -1.559486 -0.314655 0.025 0.027 0.026
H -8.033814 -0.533461 0.504577 0.134 -0.149 0.082
H -7.133471 1.360237 1.987424 0.045 -0.029 0.038
H -5.550465 1.036008 1.271470 0.120 -0.130 0.145
H -8.206444 -1.301905 2.436787 0.104 0.031 -0.167
H -7.909870 -0.127491 3.739810 0.018 0.131 -0.277
H -7.159066 -1.695095 3.807327 0.080 -0.074 -0.209
H -7.257135 2.131831 -0.178524 -0.074 -0.044 0.046
H -7.750856 1.227560 -1.390716 -0.167 -0.130 0.031
C 4.127522 2.101055 -3.886002 0.162 0.598 0.532
C 5.225244 1.055859 -3.834686 -0.111 -0.176 0.302
C 6.486787 1.663053 -3.234419 -0.263 0.125 -0.331
O 7.553798 0.757104 -3.410724 0.044 -0.093 0.350
C 8.727317 1.161118 -2.755949 0.626 -0.156 0.179
N 4.749874 -0.100997 -3.073972 0.062 0.036 -0.047
H 3.164741 1.646859 -4.098175 0.029 0.097 -0.438
H 4.412753 2.905363 -4.566920 -0.355 -0.153 -0.311
H 3.988572 2.613302 -2.922414 0.196 -0.280 0.112
H 5.457986 0.731400 -4.853942 -0.009 -0.024 0.016
H 6.295497 1.843779 -2.166801 0.136 0.034 0.030
H 6.708093 2.626014 -3.720826 0.107 -0.034 0.053
H 9.373221 0.293867 -2.587810 -0.191 -0.080 -0.235
H 8.551558 1.583993 -1.758279 -0.263 0.127 -0.144
H 9.308413 1.875742 -3.352490 -0.174 0.122 0.044
H 4.538010 0.200627 -2.117181 -0.012 -0.168 -0.091
H 5.494616 -0.787957 -3.012809 -0.011 0.011 0.008
C -2.643971 -3.410669 4.029154 0.096 -0.700 0.148
C -3.279377 -2.743481 2.815038 0.340 0.609 1.140
C -4.544972 -3.459839 2.391774 -0.694 -0.028 0.252
O -4.400023 -4.844882 2.171748 0.001 0.109 -0.235
C -3.374260 -5.162439 1.259279 0.318 -0.847 0.157
N -3.548909 -1.318895 3.152841 -0.992 -0.524 -0.833
H -1.583245 -3.167860 4.092477 -0.026 0.075 0.132
H -2.729428 -4.499992 3.975537 0.108 0.068 -0.234
H -3.136562 -3.164051 4.974705 -0.041 0.349 -0.123
H -2.513204 -2.745060 2.035334 -0.260 -0.042 -0.292
H -5.025448 -2.942621 1.545321 0.305 -0.166 -0.249
H -5.293829 -3.394710 3.191879 0.218 0.108 0.108
H -3.410233 -4.575528 0.339692 0.052 0.110 0.013
H -3.466698 -6.222431 1.010492 -0.336 0.118 -0.148
H -2.386757 -5.114235 1.735961 0.010 0.464 -0.153
H -3.974785 -1.228644 4.075313 0.339 -0.182 0.041
H -4.330511 -1.025082 2.550597 0.375 0.094 0.161
C 1.648885 0.299236 2.271788 -0.147 -0.741 0.361
C 1.280934 1.767488 2.184143 1.304 0.237 -0.121
C 1.361914 2.414133 3.552478 -1.014 0.521 0.165
O 0.920904 3.766422 3.432265 0.292 -0.038 -0.093
C 0.638082 4.387549 4.673220 -0.402 -0.564 -0.098
N 2.230626 2.396523 1.214332 -0.403 0.675 0.744
H 1.125500 -0.265117 3.052560 -0.259 0.358 0.008
H 2.709835 0.174906 2.510151 -0.108 0.197 -0.127
H 1.442529 -0.224376 1.336770 0.095 0.129 -0.113
H 0.286855 1.913493 1.755772 0.093 0.066 0.535
H 2.375990 2.421277 3.974756 0.029 -0.307 -0.105
H 0.678562 1.874251 4.226010 0.320 -0.035 0.072
H -0.384291 4.123009 4.973216 0.034 0.165 0.085
H 0.710310 5.462334 4.533010 0.073 0.034 0.087
H 1.298289 4.038426 5.476187 0.191 0.201 -0.150
H 3.049616 2.687753 1.749354 0.157 -0.387 -0.075
H 1.847116 3.301847 0.945671 0.333 -0.279 0.358



(2)
108
Properties=species:S:1:pos:R:3:forces:R:3 method="wB97M-V/def2-TZVPD" multiplicity=4 orbital_gap_ha="0.2103 / 0.2634" mol_weight_g_mol=953.58 relative_energy_ev=0.200 total_charge=+2 max_force_ha_per_bohr=0.00901 e_homo_ev="-12.60 / -12.60"
Cr 0.266595 0.630040 -0.307524 -0.093 0.291 -0.348
O 1.360668 4.288941 -0.719482 0.019 -0.018 0.050
S 1.372190 2.993384 -0.145989 0.034 -0.268 0.125
O 1.625672 1.841431 -1.095258 0.229 -0.063 -0.010
O 0.109244 2.514262 0.510904 -0.040 0.030 -0.160
C 2.624748 2.868561 1.075527 -0.002 0.072 -0.051
C 3.633482 3.815703 1.066409 0.033 -0.009 0.030
C 4.695320 3.683102 1.953677 -0.072 0.044 -0.084
C 4.735211 2.600802 2.811568 -0.018 -0.040 0.019
C 3.711146 1.658407 2.814981 0.029 0.016 -0.032
C 2.624769 1.782602 1.958531 0.024 -0.076 0.085
P 1.235860 0.588615 2.005007 -0.035 -0.014 -0.112
C 1.762576 -0.931391 2.814165 0.027 0.016 0.106
C 2.189908 -0.928467 4.147888 -0.024 -0.011 -0.029
C 2.528649 -2.117535 4.765986 0.005 -0.023 -0.005
C 2.418917 -3.321665 4.076547 0.001 0.005 -0.008
C 1.943473 -3.335525 2.775749 0.012 0.012 0.030
C 1.610209 -2.139911 2.155193 -0.029 -0.035 -0.110
C 0.052907 1.255064 3.207644 0.074 0.122 0.038
C -0.022577 2.615745 3.501764 -0.051 -0.034 -0.007
C -0.895311 3.067158 4.480498 0.022 -0.013 -0.038
C -1.691213 2.167009 5.173640 0.001 0.019 0.017
C -1.616463 0.811008 4.887521 -0.011 -0.011 0.006
C -0.749645 0.354565 3.907861 -0.033 -0.029 0.025
H 3.584667 4.641189 0.370689 0.000 0.028 -0.017
H 5.487372 4.418294 1.959950 0.008 0.013 -0.005
H 5.567494 2.479889 3.491470 0.002 -0.010 0.005
H 3.786359 0.817534 3.485048 -0.017 -0.043 0.030
H 2.224608 -0.007568 4.715162 0.011 0.029 0.000
H 2.865445 -2.110172 5.793516 0.005 -0.003 0.010
H 2.686007 -4.248194 4.566224 0.000 -0.010 0.006
H 1.832441 -4.272097 2.245403 -0.003 -0.028 -0.022
H 1.213402 -2.149818 1.149627 0.058 0.035 0.112
H 0.603475 3.328374 2.984374 0.023 0.009 -0.021
H -0.941863 4.122700 4.709738 0.001 0.014 0.005
H -2.358771 2.520768 5.947415 -0.013 0.003 0.010
H -2.223278 0.106710 5.441702 -0.002 -0.012 0.006
H -0.670449 -0.709264 3.718970 -0.014 -0.010 -0.015
Cl 3.722341 -0.466469 -0.097809 -0.046 0.088 0.004
C 3.514125 -2.156785 -0.435858 0.030 -0.006 0.021
C 4.582500 -2.996990 -0.165142 -0.050 0.064 -0.003
C 4.479547 -4.343586 -0.463169 -0.019 -0.033 -0.023
C 3.321437 -4.838201 -1.047236 0.017 -0.007 0.008
C 2.260555 -3.988646 -1.303516 -0.001 0.002 0.022
C 2.323288 -2.630548 -0.974494 -0.016 -0.183 -0.055
P 0.920179 -1.569590 -1.472244 0.093 0.048 0.168
C 1.333655 -1.393722 -3.225112 0.024 0.054 -0.007
C 0.828793 -2.230242 -4.215129 0.048 -0.013 -0.021
C 1.316491 -2.130236 -5.509064 -0.014 -0.016 0.010
C 2.316736 -1.217683 -5.812252 0.024 0.024 -0.013
C 2.833301 -0.395879 -4.820736 -0.029 0.025 0.022
C 2.341247 -0.477157 -3.526384 -0.052 0.024 -0.091
C -0.558516 -2.613038 -1.293533 -0.063 0.056 -0.168
C -1.651707 -2.382810 -2.132267 0.003 -0.054 0.015
C -2.835440 -3.080144 -1.950091 -0.030 -0.007 0.005
C -2.952041 -4.001811 -0.919333 -0.012 0.002 -0.001
C -1.874775 -4.229037 -0.076020 0.004 -0.009 0.007
C -0.684463 -3.543081 -0.262952 0.039 0.039 0.071
H 5.485509 -2.586967 0.263824 0.019 0.006 0.003
H 5.311662 -5.001343 -0.256609 0.025 -0.023 0.001
H 3.247154 -5.882803 -1.314505 0.001 -0.022 0.003
H 1.373488 -4.386808 -1.778807 -0.015 0.012 0.015
H 0.066136 -2.962801 -3.990686 -0.001 -0.024 0.016
H 0.921175 -2.776266 -6.280611 -0.008 -0.015 -0.015
H 2.700491 -1.153420 -6.821275 -0.002 0.005 -0.011
H 3.617913 0.311563 -5.053567 0.015 -0.001 -0.004
H 2.743894 0.172014 -2.758504 0.010 0.013 0.044
H -1.572629 -1.679345 -2.948556 0.015 0.053 -0.031
H -3.663838 -2.912417 -2.625734 -0.016 -0.002 -0.012
H -3.871700 -4.554728 -0.784951 -0.027 -0.013 0.002
H -1.951089 -4.957873 0.719198 -0.002 -0.025 0.020
H 0.147514 -3.758068 0.393947 0.001 -0.011 -0.021
C -1.969500 5.132388 -2.273103 -0.029 0.119 -0.018
C -3.094690 4.378274 -1.577618 -0.094 -0.039 -0.136
S -2.651650 2.732997 -0.953011 -0.107 0.053 0.291
C -3.431103 1.578330 -2.091610 0.067 -0.055 -0.006
C -2.670877 1.363294 -3.385023 -0.090 -0.019 0.005
S -0.940223 0.862081 -3.112739 0.037 0.050 0.206
C -0.064102 2.103101 -4.102227 -0.026 0.049 -0.050
C -0.013015 3.526957 -3.572243 -0.004 0.021 -0.097
S -1.485040 4.541642 -3.915721 -0.034 -0.010 0.011
H -1.083807 5.182927 -1.642067 0.056 -0.013 0.018
H -2.298292 6.162129 -2.428503 0.000 -0.018 -0.004
H -3.962702 4.273465 -2.230269 0.022 0.006 -0.012
H -3.417655 4.951076 -0.706548 0.009 -0.018 0.005
H -4.460278 1.879328 -2.295886 0.015 0.022 -0.028
H -3.477713 0.634367 -1.544229 0.004 0.042 -0.019
H -2.650284 2.281803 -3.969448 0.042 -0.077 0.020
H -3.149453 0.583094 -3.979362 0.024 -0.038 0.020
H -0.517748 2.068089 -5.094580 0.024 -0.045 -0.004
H 0.943504 1.706635 -4.202285 0.090 -0.029 0.035
H 0.836141 4.023955 -4.043767 0.002 0.006 0.010
H 0.157244 3.537922 -2.506875 0.003 0.023 0.079
C -4.205349 0.921892 2.216589 -0.062 -0.042 -0.014
C -3.824423 -0.400723 1.531348 0.129 0.072 0.036
C -4.829172 -0.747529 0.426387 -0.064 0.019 0.004
C -3.719422 -1.554716 2.538918 -0.055 -0.009 0.021
C -2.491349 -0.218195 0.934563 0.053 -0.117 -0.087
N -1.446854 -0.095242 0.473201 -0.196 0.034 0.039
H -5.207185 0.808296 2.631191 0.001 0.001 0.012
H -4.211579 1.742761 1.500654 -0.004 0.011 -0.012
H -3.517617 1.161552 3.024264 0.035 0.016 0.027
H -5.782635 -0.963657 0.907849 -0.011 -0.010 -0.006
H -4.520416 -1.626524 -0.137602 0.012 -0.009 -0.018
H -4.981303 0.089866 -0.252756 -0.011 -0.026 0.031
H -4.700383 -1.695043 2.992120 -0.005 -0.008 0.006
H -3.007695 -1.328600 3.330038 0.029 0.006 0.018
H -3.429550 -2.483320 2.047406 0.010 -0.013 -0.008